{"formula": "C4H10N2S", "method": "the ωB97M-V functional and the def2-TZVPD basis", "elements": ["C", "C", "C", "C", "H", "H", "H", "H", "H", "H", "H", "H", "H", "H", "N", "N", "S"], "positions_angstrom": [[-1.4063, -1.3223, 0.2507], [-0.4751, 1.1481, -0.0415], [0.9517, 0.7398, 0.3117], [2.1889, 0.7577, -0.6929], [-2.1496, -1.4285, -0.5919], [-0.3098, -1.4148, -0.1461], [-1.4051, -2.3786, 0.8440], [-2.7942, -0.3192, 1.3154], [-0.5059, 2.0748, -0.6866], [0.7738, -0.3922, 0.3602], [1.1075, 1.2617, 1.3899], [2.5673, 1.8287, -1.1879], [2.8720, 0.0501, 0.1469], [0.2416, -1.3233, -0.9807], [-1.7268, -0.1785, 1.2698], [-1.6763, 1.0510, 0.4917], [1.7463, -0.1547, -2.0528]], "forces_ev_per_a": [[-1.298, -2.714, 2.457], [-1.603, 4.996, -0.704], [-1.148, -1.268, 1.794], [0.592, 0.986, 3.853], [1.029, 0.520, 0.734], [-1.691, 0.362, 0.987], [-0.257, 2.467, -1.167], [2.081, 0.166, 0.532], [0.239, -0.913, 0.357], [1.461, 1.784, 1.233], [0.012, -1.429, -2.428], [-0.601, -2.655, 2.100], [-0.668, 2.716, -2.827], [2.757, 1.603, -2.627], [-1.849, -1.637, -2.343], [3.434, -1.999, -0.942], [-2.492, -2.984, -1.009]], "e_homo_ev": -8.569, "relative_energy_kcal_mol": 192.8, "total_charge": 0, "lumo_energy_ev": -1.13, "homo_lumo_gap_ha": 0.273}